(1)
{
  "formula": "C4H7F2NO3",
  "method": "ωB97M-V/def2-TZVPD",
  "smiles": "O=C[C@@H](O)C(F)F.NC=O",
  "lumo_energy_ev": 0.68,
  "relative_energy_ev": 0.000,
  "e_homo_ev": -10.334,
  "largest_force_ev_per_a": 3.5,
  "gap_ev": 11.02,
  "species": ["C", "C", "C", "C", "N", "O", "O", "O", "F", "F", "H", "H", "H", "H", "H", "H", "H"],
  "positions_angstrom": [[1.847, -0.875, 0.404], [-2.225, 1.189, -0.919], [1.244, -2.219, 0.867], [0.927, 0.308, 0.011], [-3.264, 1.632, -0.231], [-2.132, 0.042, -1.331], [2.735, -1.177, -0.646], [0.849, -2.314, 1.982], [1.534, 1.523, -0.019], [-0.007, 0.484, 1.025], [2.403, -0.342, 1.224], [-1.399, 2.030, -1.115], [1.317, -3.204, 0.260], [-3.178, 2.236, 0.562], [-3.838, 0.791, -0.053], [2.864, -0.360, -1.164], [0.322, 0.256, -0.855]],
  "atomic_forces_ev_per_a": [[0.8596, 1.6170, -0.4062], [3.2484, 0.5178, -1.2212], [0.4793, -0.5979, -0.1778], [-2.0169, -0.0698, 1.8141], [-2.1731, -1.4351, 0.7702], [0.1182, 1.0953, -0.0332], [0.0361, 0.6462, -0.7516], [-0.6696, -0.0521, 0.9786], [1.2837, -0.3514, -0.3060], [0.2468, -0.5581, 0.0599], [-0.3443, -1.1899, -0.0188], [-1.3976, -1.6390, 0.3134], [0.0582, 1.8169, -0.0587], [0.2972, 0.5482, -0.0004], [-0.0426, 0.9383, 0.1849], [0.2082, -0.6161, 0.2238], [-0.1918, -0.6704, -1.3709]]
}

=====

(2)
{
  "formula": "C4H7F3N2O2S2",
  "method": "ωB97M-V/def2-TZVPD",
  "smiles": "CS(=O)(=O)N1CN[C@@H](C(F)(F)F)S1",
  "lumo_energy_ev": 0.44,
  "e_homo_ev": -9.483,
  "largest_force_ev_per_a": 4.3,
  "gap_ev": 9.93,
  "species": ["C", "C", "C", "C", "N", "N", "O", "O", "F", "F", "F", "S", "S", "H", "H", "H", "H", "H", "H", "H"],
  "positions_angstrom": [[1.231, -1.315, -0.360], [2.529, 0.191, 0.739], [-1.909, 1.156, -0.606], [3.930, 0.283, 0.125], [1.919, -1.080, 0.858], [0.369, -0.182, -0.745], [-0.608, 0.521, 1.643], [-1.689, -1.277, 0.370], [4.676, -0.742, 0.497], [4.057, 0.450, -1.160], [4.538, 1.430, 0.707], [1.514, 1.225, -0.474], [-1.038, 0.011, 0.402], [1.867, -1.560, -1.269], [0.596, -2.268, -0.380], [2.514, 0.646, 1.744], [-2.913, 0.876, -0.729], [-1.831, 2.096, -0.181], [-1.370, 1.135, -1.506], [1.165, -1.139, 1.589]],
  "atomic_forces_ev_per_a": [[-1.3730, -3.0524, -2.7758], [-0.7407, 1.4634, 0.4957], [0.5064, -0.6901, 0.5694], [1.3724, 1.1393, 2.5284], [-0.8737, -0.7744, 0.1478], [0.5092, 1.7063, 1.5607], [0.3274, 0.9916, 1.5436], [0.1289, 0.5624, -0.0426], [0.3202, -0.5464, 0.0207], [-0.1505, -0.2493, -0.9246], [-0.8446, -1.1605, -0.6847], [-1.7088, -1.1840, -0.0139], [0.7843, -2.4575, -2.7069], [-0.1100, 0.8937, 1.2050], [0.5832, 1.3816, 0.7654], [0.4536, 0.1030, -0.6523], [-1.2376, -0.5819, -0.0725], [0.1100, 1.9104, 0.9043], [0.3807, 0.0003, -1.3720], [1.5629, 0.5445, -0.4957]]
}

=====

(3)
{
  "formula": "C4H7F3N3S",
  "method": "ωB97M-V/def2-TZVPD",
  "lumo_energy_ev": -4.69,
  "relative_energy_ev": 1.788,
  "total_charge": 1,
  "e_homo_ev": -13.496,
  "largest_force_ev_per_a": 4.1,
  "gap_ev": 8.81,
  "species": ["C", "C", "C", "C", "N", "N", "N", "F", "F", "F", "S", "H", "H", "H", "H", "H", "H", "H"],
  "positions_angstrom": [[0.601, 2.908, -0.007], [0.855, -0.613, -0.100], [-0.955, -2.057, -0.180], [2.346, -0.351, 0.065], [-0.184, 2.604, 0.996], [0.853, 1.874, -0.869], [0.447, -1.850, -0.044], [2.623, 0.621, 0.905], [2.950, -1.425, 0.531], [2.843, 0.027, -1.135], [-0.236, 0.625, -0.531], [1.030, 3.879, -0.275], [-1.045, -1.497, -1.015], [-1.070, -3.117, -0.284], [-1.541, -1.690, 0.727], [-0.506, 3.341, 1.619], [1.469, 1.785, -1.720], [1.041, -2.675, 0.141]],
  "atomic_forces_ev_per_a": [[-1.6416, 0.7217, 2.5233], [0.1970, -0.0862, -0.4356], [-0.0350, -1.4947, 3.3352], [0.4574, 0.8720, -0.2265], [1.6017, 0.8332, -2.0180], [-0.0255, -1.4084, -1.1638], [1.3570, -0.2454, 1.5662], [-0.3885, 0.5009, 0.4622], [0.2216, -0.7052, -0.4772], [0.0981, -0.8031, 0.2172], [1.1267, -0.6647, -0.3527], [-0.0434, -0.2474, 0.1943], [-2.3427, 1.3246, -3.1368], [-0.7312, -0.3701, -0.4340], [0.7324, -0.2700, -1.2720], [0.4669, 0.2098, -0.3483], [-1.0729, 0.6854, 1.5370], [0.0221, 1.1475, 0.0294]]
}

=====

(4)
{
  "formula": "C4H7FI2",
  "method": "ωB97M-V/def2-TZVPD",
  "lumo_energy_ev": -0.33,
  "relative_energy_ev": 1.775,
  "e_homo_ev": -9.002,
  "largest_force_ev_per_a": 4.9,
  "gap_ev": 8.67,
  "species": ["C", "C", "C", "C", "F", "I", "I", "H", "H", "H", "H", "H", "H", "H"],
  "positions_angstrom": [[0.505, 0.920, 0.136], [-1.670, -0.281, -0.780], [-0.516, -0.155, 0.245], [0.573, -1.982, 0.177], [-2.608, 0.662, -0.495], [-0.817, -3.484, 0.588], [1.723, -2.238, -1.646], [1.125, 0.928, -0.843], [1.261, 0.796, 1.062], [0.131, 1.929, 0.245], [-2.010, -1.310, -0.709], [-1.376, -0.032, -1.862], [-1.033, -0.183, 1.241], [1.003, -1.730, 1.071]],
  "atomic_forces_ev_per_a": [[3.1164, -0.2290, 0.7011], [2.8104, 0.2995, -1.5457], [-0.1109, -2.5739, -0.6595], [-3.3507, 2.7462, -2.3268], [-1.1215, 0.3600, 0.6592], [-0.0138, -0.3424, -0.0286], [-0.5596, 0.3184, 1.3003], [-1.0486, -0.3396, 1.5520], [-1.4361, 0.2833, -2.1688], [-0.5228, 0.1857, 0.0274], [-0.7352, 0.1271, -0.0862], [0.0501, -0.7175, 1.4860], [0.8470, -0.2923, -0.6320], [2.0753, 0.1744, 1.7216]]
}

=====

(5)
{
  "formula": "C4H7FN2",
  "method": "ωB97M-V/def2-TZVPD",
  "smiles": "C=C(F)/C=N\\NC",
  "lumo_energy_ev": 0.78,
  "relative_energy_ev": 2.107,
  "e_homo_ev": -8.902,
  "largest_force_ev_per_a": 1.8,
  "gap_ev": 9.68,
  "species": ["C", "C", "C", "C", "H", "H", "H", "H", "H", "H", "H", "N", "N", "F"],
  "positions_angstrom": [[-1.322, -0.733, -0.712], [0.626, 1.476, 0.055], [1.456, 0.245, 0.108], [1.317, -0.821, 0.895], [-0.881, -1.581, -0.198], [-2.331, -0.963, -1.073], [-0.679, -0.480, -1.611], [-2.329, 0.745, 0.250], [1.129, 2.453, 0.198], [0.538, -0.876, 1.702], [2.012, -1.683, 0.708], [-1.401, 0.380, 0.275], [-0.657, 1.507, 0.145], [2.521, 0.330, -0.741]],
  "atomic_forces_ev_per_a": [[0.8550, 0.4917, -0.3996], [-0.5154, -0.1485, 0.7694], [0.0208, 0.1862, 0.3223], [0.2590, -0.5752, 0.0240], [-0.0223, -0.3339, -0.3216], [0.2486, 0.0223, 0.2303], [-0.6684, -0.1252, 1.0878], [-0.6654, -0.1094, 0.1537], [-0.2529, -0.6750, -0.6400], [0.8242, 0.0869, -1.2211], [-0.7252, 1.0006, 0.5357], [-0.6623, -0.2485, -1.1147], [1.6065, 0.6615, 0.4745], [-0.3022, -0.2336, 0.0993]]
}

=====

(6)
{
  "formula": "C4H7FN2",
  "method": "ωB97M-V/def2-TZVPD",
  "smiles": "N/N=C\\[C@@H]1C[C@H]1F",
  "lumo_energy_ev": 1.07,
  "relative_energy_ev": 2.040,
  "e_homo_ev": -8.970,
  "largest_force_ev_per_a": 2.3,
  "gap_ev": 10.04,
  "species": ["C", "C", "C", "C", "H", "H", "H", "H", "H", "H", "H", "N", "N", "F"],
  "positions_angstrom": [[0.912, -0.652, -0.765], [0.505, 0.601, -0.020], [-0.874, 0.883, 0.552], [-0.406, 1.492, -0.734], [-0.078, -3.047, 0.937], [0.196, -1.467, 1.464], [1.643, -0.536, -1.588], [1.290, 1.062, 0.562], [-1.659, 0.115, 0.370], [-0.990, 1.502, 1.420], [-0.868, 1.132, -1.636], [-0.150, -2.024, 0.672], [0.569, -1.852, -0.489], [-0.089, 2.792, -0.744]],
  "atomic_forces_ev_per_a": [[0.2249, -0.0972, 0.3846], [0.8084, -1.2728, 0.1418], [-1.1411, -1.2459, -1.4534], [-0.3551, -0.2762, 0.6845], [-0.1853, 1.8053, -0.5028], [-0.2319, -0.1406, -0.5606], [-0.8233, 0.0202, 0.2361], [0.1994, 0.3086, -0.1967], [0.6993, 0.6102, 0.5422], [0.2055, 0.1363, 0.2257], [-0.0120, 0.1187, -0.3402], [-0.0820, -2.0405, 1.0965], [0.6062, 0.6342, -0.0095], [0.0869, 1.4397, -0.2481]]
}

=====

(7)
{
  "formula": "C4H7FN3",
  "method": "ωB97M-V/def2-TZVPD",
  "lumo_energy_ev": -4.95,
  "relative_energy_ev": 3.254,
  "total_charge": 1,
  "e_homo_ev": -13.840,
  "largest_force_ev_per_a": 6.6,
  "gap_ev": 8.89,
  "species": ["C", "C", "C", "C", "N", "N", "N", "F", "H", "H", "H", "H", "H", "H", "H"],
  "positions_angstrom": [[-1.259, -1.184, 0.410], [0.390, 0.945, 0.004], [1.038, -1.452, -0.179], [-1.593, -0.028, -0.385], [-0.186, -1.840, 0.346], [1.335, -0.011, -0.018], [0.445, 2.203, 0.312], [-2.490, 0.886, 0.023], [-2.079, -1.336, 1.054], [1.734, -2.034, 0.194], [0.949, -1.797, -1.287], [-1.445, 0.106, -1.463], [2.209, 0.298, 0.228], [-0.442, 2.645, 0.326], [1.395, 2.599, 0.435]],
  "atomic_forces_ev_per_a": [[0.1460, 0.6020, -0.9040], [-2.1820, -4.0851, -0.6847], [-3.7228, 2.1109, -5.0101], [3.3126, 4.4092, -0.7569], [-1.3567, -0.6216, 2.2642], [-3.6802, 1.6755, -0.5730], [2.2655, -1.3393, -0.3372], [0.4090, -1.2661, 0.2248], [-0.8113, -1.5215, 1.0752], [3.8399, -2.2527, 2.1986], [0.6187, 1.0257, 1.2412], [-0.1439, -0.7626, 0.2667], [2.9527, 0.1571, 0.6799], [-0.3248, 1.2588, 0.1286], [-1.3228, 0.6096, 0.1866]]
}

=====

(8)
{
  "formula": "C4H7FN4",
  "method": "ωB97M-V/def2-TZVPD",
  "smiles": "CC(C)n1nnnc1F",
  "lumo_energy_ev": 0.72,
  "relative_energy_ev": 0.000,
  "e_homo_ev": -10.471,
  "largest_force_ev_per_a": 5.4,
  "gap_ev": 11.19,
  "species": ["C", "C", "C", "C", "N", "N", "N", "N", "F", "H", "H", "H", "H", "H", "H", "H"],
  "positions_angstrom": [[-0.196, -1.291, 1.424], [-0.123, -0.012, -1.767], [-0.743, 1.529, 0.208], [0.266, 0.599, -0.441], [0.531, -2.113, 2.022], [0.624, -0.475, 0.499], [1.756, -1.998, 1.570], [1.829, -1.070, 0.695], [-1.426, -1.148, 1.624], [0.009, 0.785, -2.608], [-1.126, -0.438, -1.602], [0.537, -0.839, -2.012], [-1.582, 0.946, 0.573], [-1.185, 2.255, -0.571], [-0.294, 2.124, 1.026], [1.124, 1.145, -0.641]],
  "atomic_forces_ev_per_a": [[2.9683, 3.1527, -3.1993], [-0.4421, 0.7990, -0.8894], [-0.7295, 1.1214, -1.0139], [-0.3493, -0.7364, 0.2416], [-0.8756, -1.8635, 1.6674], [-1.6649, -3.5439, 3.7652], [1.5385, 0.8383, -1.0840], [0.6898, 1.2085, -1.2061], [-2.9404, 0.6256, 0.1357], [-0.8483, -1.4782, 1.4286], [0.0761, 0.3349, -0.8976], [0.1653, 0.0211, 0.0095], [-0.1827, 0.1112, 0.2039], [0.8496, -1.0751, 1.1176], [-0.2640, -0.4159, -0.4126], [2.0091, 0.9003, 0.1335]]
}